# 1
This record from the Open Molecules 2025 dataset describes C12H28N3PdS3 as an isolated structure. The level of theory is ωB97M-V/def2-TZVPD.

The total energy is -53349.131 eV. The LUMO energy is -2.354 eV. As for the energy above the lowest of the compared OMol25 structures with the same formula, charge and spin: 0.000 eV.

ORCA input file:
```
! wB97M-V def2-TZVPD RIJCOSX def2/J DEFGRID3
* xyz 1 1
Pd 0.1888 0.8017 0.6065
C 1.4236 3.5384 0.4002
C 1.3870 3.4004 -1.1274
S 0.8151 1.7689 -1.7167
C -0.8554 2.1096 -2.3456
C -1.8410 2.6942 -1.3528
S -2.2132 1.5737 0.0367
C -2.2950 2.7572 1.4215
C -0.9449 3.1190 2.0357
S 0.0100 4.4026 1.1573
H 2.3045 4.1087 0.6962
H 1.5026 2.5357 0.8412
H 2.3912 3.5153 -1.5334
H 0.7599 4.1639 -1.5877
H -1.2011 1.1467 -2.7271
H -0.7568 2.7825 -3.1976
H -2.7773 2.9129 -1.8669
H -1.4545 3.6150 -0.9277
H -2.9097 2.2562 2.1710
H -2.8394 3.6402 1.0871
H -0.3372 2.2031 2.1021
H -1.0966 3.5047 3.0452
N 2.7127 -3.1888 0.8348
C 1.5503 -3.9974 1.2778
C 0.9326 -3.3858 2.5374
C 0.1608 -2.0742 2.3234
N 1.0245 -0.8722 2.1223
C -0.8471 -2.2580 1.1906
C -0.2307 -2.7771 -0.1053
N 0.6977 -1.7367 -0.6888
C 0.5113 -4.0927 0.1499
H 3.3598 -3.0631 1.6051
H 1.6345 -1.9171 -0.3259
H 3.2308 -3.6899 0.1209
H 1.8740 -5.0113 1.5219
H 1.7044 -3.2546 3.3016
H 0.2244 -4.1168 2.9371
H -0.4154 -1.8921 3.2286
H 1.9401 -1.1412 1.7866
H 1.1774 -0.4098 3.0069
H -1.3457 -1.3105 1.0062
H -1.6074 -2.9768 1.5086
H -1.0275 -2.9305 -0.8289
H 0.4109 -0.6713 -0.3313
H 0.7364 -1.7661 -1.7025
H 0.9798 -4.4620 -0.7682
H -0.2339 -4.8357 0.4429
*
```



# 2
This record from the Open Molecules 2025 dataset describes C29H26AsCeN3O8S as an isolated structure. The level of theory is ωB97M-V/def2-TZVPD.

The total energy is -135949.729 eV. The LUMO energy is -2.218 eV.

ORCA input file:
```
! wB97M-V def2-TZVPD RIJCOSX def2/J DEFGRID3
* xyz 0 1
Ce 0.3726 0.0864 -0.0805
C 4.6492 1.2804 0.5340
C 4.5284 0.3927 -0.6721
C 5.5515 -0.4958 -0.9792
C 5.4482 -1.3793 -2.0437
C 4.2982 -1.3910 -2.8148
C 3.2553 -0.5149 -2.5369
C 1.9907 -0.5483 -3.3584
C 3.3805 0.3861 -1.4758
N 2.2596 1.2170 -1.1733
C 2.4623 2.5630 -1.1656
O 3.4544 3.1749 -1.5108
C 1.2593 3.3238 -0.6932
C 1.2997 4.6863 -0.4767
C 0.1423 5.3201 -0.0529
C -1.0245 4.5814 0.1017
C -0.9710 3.2293 -0.1482
N 0.1537 2.6102 -0.5101
C -2.1862 2.3537 -0.1010
O -3.3009 2.8278 0.0182
N -1.8611 1.0464 -0.2634
C -2.9323 0.1221 -0.3536
C -3.8407 0.1914 -1.5248
C -3.4535 1.0452 -2.6983
C -4.9885 -0.4962 -1.4873
C -5.4702 -1.1647 -0.2881
C -4.7799 -1.1443 0.8541
C -3.4273 -0.5726 0.9033
C -2.9042 -0.1908 2.2559
H 5.4794 0.9590 1.1606
H 3.7444 1.2479 1.1449
H 4.8089 2.3192 0.2442
H 6.4398 -0.5016 -0.3578
H 6.2583 -2.0634 -2.2632
H 4.2023 -2.0851 -3.6420
H 2.0903 -1.2170 -4.2120
H 1.7142 0.4439 -3.7151
H 1.1730 -0.9373 -2.7521
H 2.2309 5.2073 -0.6481
H 0.1434 6.3847 0.1406
H -1.9686 5.0202 0.3932
H -2.3994 0.9262 -2.9579
H -3.6156 2.1017 -2.4708
H -4.0558 0.7872 -3.5676
H -5.6349 -0.4788 -2.3576
H -6.4593 -1.6067 -0.3096
H -5.2159 -1.5032 1.7805
H -2.9009 -1.0581 2.9205
H -3.5507 0.5750 2.6890
H -1.8963 0.2098 2.2120
O 2.3142 -1.2236 0.7067
As 1.5797 -1.0185 2.3142
O 2.6262 -0.9981 3.5349
O 0.6972 0.4329 2.0084
C 0.1703 -2.3324 2.4642
C -0.2622 -2.4565 3.7807
C -1.3942 -3.2076 4.0778
C -2.1124 -3.8182 3.0631
C -1.6802 -3.7150 1.7479
C -0.5462 -2.9791 1.4436
S 0.0515 -3.2705 -0.2405
O 1.4926 -3.5649 -0.0097
O -2.4622 -1.1860 -0.0016
O -0.0018 -1.8389 -0.9137
H 2.1986 -2.1961 0.4142
H 0.3004 -1.9704 4.5674
H -1.7115 -3.3126 5.1072
H -2.9984 -4.3955 3.2941
H -2.2148 -4.2204 0.9513
*
```



# 3
This record from the Open Molecules 2025 dataset describes a 2-piece molecular cluster, C5H15NO2 overall. The level of theory is ωB97M-V/def2-TZVPD.

The total energy is -11011.616 eV. Its SMILES is CC(C)O.CCON. The LUMO energy is 0.949 eV. As for the energy above the lowest of the compared OMol25 structures with the same formula, charge and spin: 2.330 eV.

ORCA input file:
```
! wB97M-V def2-TZVPD RIJCOSX def2/J DEFGRID3
* xyz 0 1
C 1.5353 0.0480 -0.1482
C 2.6956 0.8122 0.4802
C 1.9974 -0.8133 -1.3242
O 0.5787 0.9980 -0.5580
H -0.1749 0.5304 -0.9488
H 1.0954 -0.6127 0.6221
H 1.1546 -1.3436 -1.7583
H 2.3273 1.4377 1.2907
H 3.1620 1.4538 -0.2687
H 3.4385 0.1156 0.8713
H 2.4336 -0.1805 -2.0862
H 2.7354 -1.5343 -1.0002
C -2.1512 -0.0417 0.7909
C -2.3296 1.4646 0.7141
N -1.6555 -1.9085 -0.6019
O -1.8452 -0.5198 -0.5149
H -2.5286 -2.3769 -0.3441
H -0.9319 -2.1839 0.0700
H -3.0769 -0.5256 1.1478
H -1.3355 -0.3007 1.4847
H -1.3969 1.9310 0.4141
H -3.0962 1.7022 -0.0174
H -2.6314 1.8479 1.6850
*
```



# 4
This record from the Open Molecules 2025 dataset describes a 2-piece molecular cluster, C7H8IO2PS overall. The level of theory is ωB97M-V/def2-TZVPD.

The total energy is -39705.677 eV. Its SMILES is Cc1ccc(I)cc1.O=S1#[PH]O1. The LUMO energy is 0.052 eV. As for the energy above the lowest of the compared OMol25 structures with the same formula, charge and spin: 1.044 eV.

ORCA input file:
```
! wB97M-V def2-TZVPD RIJCOSX def2/J DEFGRID3
* xyz 0 1
C -1.0882 0.8799 0.0774
C 1.1637 1.7610 -0.4037
C -0.9447 -0.0752 -0.9388
C 1.2987 0.8151 -1.3801
C -0.0207 1.7307 0.3394
C 0.3256 -0.2243 -1.5371
C -0.3940 2.7039 1.5599
O 0.4632 -2.1155 1.7803
O -1.1016 -3.9321 0.6410
P 0.4017 -4.7041 0.4028
S 0.0417 -2.6486 0.5101
I 0.7081 -1.8512 -2.8195
H -1.9412 0.8718 0.7993
H 1.8087 2.5764 -0.2916
H -1.8703 -0.6827 -1.1613
H 2.2814 0.6766 -1.7811
H -0.8675 3.5595 1.0032
H -0.9764 2.1441 2.3006
H 0.5991 3.1299 1.9892
H 0.1129 -4.6152 -1.0900
*
```



# 5
This record from the Open Molecules 2025 dataset describes C23H29CsIN2O3Si as an isolated structure. The level of theory is ωB97M-V/def2-TZVPD.

The total energy is -49975.953 eV. The LUMO energy is 2.002 eV. As for the energy above the lowest of the compared OMol25 structures with the same formula, charge and spin: 0.000 eV.

ORCA input file:
```
! wB97M-V def2-TZVPD RIJCOSX def2/J DEFGRID3
* xyz -1 1
Cs -0.3555 -1.4748 -0.3302
C 1.0426 2.2320 -4.3314
C 1.7689 1.2019 -3.5096
C 1.9442 -0.0915 -3.9947
C 2.5756 -1.0622 -3.2329
C 3.0383 -0.7592 -1.9579
C 2.8714 0.5274 -1.4631
C 2.2482 1.4987 -2.2383
H -0.0084 1.9552 -4.4452
H 1.4754 2.3193 -5.3304
H 1.0760 3.2140 -3.8591
H 1.5544 -0.3447 -4.9744
H 2.6820 -2.0671 -3.6233
H 3.4803 -1.5240 -1.3312
H 3.2124 0.7726 -0.4645
H 2.1131 2.4995 -1.8425
C -3.9279 -0.2722 1.6884
C -2.8231 -0.5288 2.6803
C -3.0645 -0.4720 4.0419
C -1.9794 -0.7232 4.8902
C -0.7488 -1.0063 4.3645
C -0.5402 -1.0467 2.9395
N -1.6291 -0.7997 2.1439
N 0.6401 -1.3017 2.3838
Si 2.1410 -1.6438 3.0589
C 2.1767 -3.1896 4.1459
C 2.8561 -0.2197 4.0741
C 3.3631 -1.9698 1.6667
H -4.8648 -0.0165 2.1845
H -4.0951 -1.1503 1.0611
H -3.6532 0.5382 1.0109
H -4.0525 -0.2408 4.4174
H -2.1055 -0.6930 5.9680
H 0.0879 -1.1960 5.0271
H 1.4773 -3.1203 4.9834
H 3.1798 -3.3531 4.5556
H 1.9052 -4.0750 3.5627
H 2.2122 0.0307 4.9219
H 2.9514 0.6786 3.4563
H 3.8492 -0.4673 4.4651
H 2.9831 -2.7576 1.0074
H 4.3420 -2.2878 2.0397
H 3.5092 -1.0703 1.0607
I -1.5586 6.2215 -2.9308
C -1.8046 4.1572 -2.7507
C -1.1132 3.4682 -1.7662
C -1.2480 2.0900 -1.6674
C -2.0857 1.3948 -2.5375
C -2.7977 2.1104 -3.4933
C -2.6523 3.4847 -3.6183
C -2.2217 -0.1172 -2.4549
O -3.3043 -0.5852 -2.0603
O -1.1735 -0.7673 -2.7163
H -0.4669 3.9995 -1.0800
H -0.6881 1.5814 -0.8884
H -3.4728 1.5770 -4.1519
H -3.1971 4.0264 -4.3802
O -2.1700 -3.4127 -1.4103
H -2.0321 -2.6943 -2.0569
H -2.9226 -3.0776 -0.9076
*
```



# 6
This record from the Open Molecules 2025 dataset describes C11H14IrN2O5S as an isolated structure. The level of theory is ωB97M-V/def2-TZVPD.

The total energy is -38505.831 eV. The expectation value of S² is 8.773. The LUMO energy (alpha / beta) is -6.782 / -10.158 eV. As for the energy above the lowest of the compared OMol25 structures with the same formula, charge and spin: 0.502 eV.

ORCA input file:
```
! wB97M-V def2-TZVPD RIJCOSX def2/J DEFGRID3
* xyz 2 6
Ir -1.3769 0.0136 -0.9117
O -1.2238 -2.2222 -1.5123
C -0.3313 -3.1731 -0.8832
C 1.0518 -3.1228 -1.5334
N 1.7527 -1.8439 -1.4389
C 1.9791 -1.1242 -2.6693
C 0.6744 -0.3896 -3.1004
O 0.2671 -0.4526 -4.2096
O 0.1551 0.3092 -2.0892
C 2.2242 -1.3294 -0.1960
C 1.2027 -0.3389 0.4672
O 1.5966 0.7323 0.8643
O 0.0034 -0.8016 0.5994
H -1.9468 -2.6730 -1.9678
H -0.7147 -4.1812 -1.0330
H -0.2942 -2.9610 0.1778
H 0.9729 -3.3740 -2.5890
H 1.6711 -3.8789 -1.0399
H 2.2402 -1.8141 -3.4684
H 2.7581 -0.3726 -2.5441
H 3.1460 -0.7707 -0.3343
H 2.3516 -2.1406 0.5229
S -2.8226 0.9125 0.5568
C -2.0384 2.0773 1.6195
N -0.7122 2.1037 1.8614
C -0.1423 3.0237 2.6489
C -0.9118 3.9889 3.2664
C -2.2803 3.9787 3.0536
C -2.8493 3.0213 2.2164
H -0.0681 1.3943 1.4755
H 0.9315 2.9471 2.7504
H -0.4426 4.7299 3.8968
H -2.9111 4.7218 3.5236
H -3.9122 3.0103 2.0194
*
```